Formula: C31H34CoF5N2O5P
Source: the Open Molecules 2025 dataset
Level of theory: wB97M-V/def2-TZVPD

As for the charge: -1. The calculation puts the electronic energy at -106422.0822 eV. The largest force on an atom is 1.636 eV Å⁻¹. As for the expectation value of S²: 6.10. Its spin multiplicity is 5. The value obtained for the molar mass is 699.5 g mol⁻¹.

Each line ends with the Mulliken charge.
Geometry (Å):
Co 0.894 -1.603 0.608  1.08
O -0.174 -6.243 -3.269  -0.58
C -0.012 -5.196 -2.425  1.00
C 0.185 -3.899 -2.888  -0.67
C 0.372 -2.877 -1.977  -0.88
N 0.361 -3.069 -0.659  0.89
C 0.119 -4.301 -0.211  0.36
C -0.078 -5.385 -1.045  -1.02
C -0.028 -4.393 1.320  0.20
O -0.408 -5.447 1.808  -0.81
O 0.208 -3.298 1.892  -0.45
C 0.500 -1.411 -2.394  0.21
O 0.224 -1.094 -3.546  -0.84
O 0.836 -0.671 -1.436  0.36
H -0.096 -5.937 -4.184  0.30
H 0.199 -3.656 -3.942  0.47
H -0.268 -6.350 -0.605  0.57
C -3.559 -1.272 2.606  -1.62
C -2.040 -1.355 2.449  0.64
C -1.326 -0.948 3.734  -1.66
P -1.212 -0.566 0.952  1.90
C -2.634 -0.610 -0.274  0.30
C -2.490 0.471 -1.335  -1.74
C -2.719 -1.990 -0.924  -1.73
C -1.040 1.204 1.384  -0.42
C -1.947 1.830 2.226  -0.33
C -1.754 3.107 2.735  0.76
C -2.745 3.718 3.683  -1.75
C -0.582 3.781 2.396  -0.84
C 0.294 3.236 1.495  -0.32
C 0.073 1.960 0.913  -1.12
N 0.948 1.484 0.036  0.58
C 1.532 2.179 -0.934  -0.32
C 2.846 1.805 -1.362  1.01
C 3.565 0.738 -0.626  -1.29
C 3.458 2.472 -2.405  -1.14
C 2.833 3.510 -3.085  0.78
C 3.483 4.213 -4.237  -1.65
C 1.543 3.857 -2.694  -0.98
C 0.887 3.238 -1.654  1.80
C -0.529 3.643 -1.379  -1.50
H -3.820 -1.669 3.586  0.50
H -4.075 -1.877 1.864  0.36
H -3.954 -0.261 2.553  0.22
H -1.802 -2.413 2.291  0.21
H -1.545 0.081 4.011  0.31
H -0.254 -1.056 3.601  0.23
H -1.639 -1.606 4.546  0.53
H -3.552 -0.418 0.290  0.92
H -1.511 0.428 -1.810  0.21
H -2.632 1.454 -0.887  0.27
H -3.250 0.337 -2.105  0.61
H -1.926 -2.091 -1.662  0.30
H -3.673 -2.106 -1.439  0.55
H -2.629 -2.795 -0.192  0.31
H -2.848 1.314 2.516  0.27
H -3.737 3.301 3.520  0.39
H -2.791 4.800 3.564  0.40
H -2.454 3.515 4.716  0.31
H -0.382 4.755 2.820  0.38
H 1.198 3.760 1.215  0.60
H 3.629 0.986 0.431  0.35
H 4.566 0.582 -1.021  0.40
H 2.999 -0.194 -0.682  -0.24
H 4.453 2.170 -2.706  0.34
H 4.554 4.024 -4.257  0.38
H 3.316 5.287 -4.178  0.39
H 3.054 3.865 -5.177  0.30
H 1.021 4.628 -3.246  0.47
H -0.991 4.036 -2.283  0.53
H -0.583 4.409 -0.604  0.32
H -1.100 2.786 -1.044  -0.19
F 1.382 -0.560 1.910  -0.82
C 2.676 -2.331 0.657  -0.32
F 2.966 -3.542 0.065  -0.33
C 3.628 -2.163 1.794  0.82
F 3.169 -2.519 3.019  -0.26
F 4.061 -0.895 1.952  -0.24
F 4.757 -2.896 1.626  -0.34